[1]
63
Properties=species:S:1:pos:R:3:forces:R:3 method="wB97M-V/def2-TZVPD" total_charge=+1 lumo_ev=-4.87 spin_multiplicity=1
C 4.795724 -1.244718 1.095567 0.09 0.24 -0.14
N 3.417536 -1.711856 1.002668 -1.23 0.93 0.07
C 2.316191 -0.909842 0.975340 1.22 -1.10 0.47
C 1.154172 -1.690948 1.073247 -1.55 0.14 0.20
C -0.144916 -1.168580 1.270438 1.23 -0.61 -0.20
C -1.372882 -1.891074 1.178833 -0.37 -0.26 -0.05
C -1.521788 -2.985496 0.302728 0.28 0.37 0.04
C -2.675886 -3.727584 0.292301 0.01 -0.20 -0.19
C -3.732165 -3.385888 1.118476 0.04 0.04 0.11
C -3.635563 -2.275955 1.941093 -0.26 0.04 0.18
C -2.483208 -1.530538 1.971857 0.59 0.19 -0.14
C 1.605103 -3.069919 1.185818 0.18 -0.50 -0.11
C 0.941029 -4.271725 1.459093 0.20 0.38 0.02
C 1.671632 -5.420203 1.645691 0.12 -0.04 0.02
C 3.065668 -5.394767 1.602299 -0.10 0.00 -0.07
C 3.742653 -4.223533 1.357551 0.33 0.79 -0.11
C 3.011245 -3.052243 1.146397 -0.93 -0.35 0.21
H 5.477813 -2.083478 1.203888 -0.17 -0.04 -0.03
H 5.066182 -0.690050 0.200067 -0.01 -0.02 -0.04
H 4.904558 -0.596311 1.962390 0.00 -0.01 0.03
H 2.345053 0.164845 0.951899 0.37 0.16 -0.14
H -0.206034 -0.145588 1.607666 -0.05 0.37 -0.14
H -0.719843 -3.216743 -0.378226 0.11 -0.09 -0.10
H -2.751953 -4.591802 -0.346371 -0.03 -0.05 -0.20
H -4.626223 -3.987336 1.126538 -0.16 -0.04 -0.04
H -4.466507 -2.003217 2.568836 -0.12 0.07 0.11
H -2.392544 -0.695252 2.645953 -0.06 0.23 0.08
H -0.126023 -4.282711 1.568971 -0.15 -0.16 -0.04
H 1.164291 -6.351824 1.835632 -0.07 -0.10 0.10
H 3.618835 -6.299678 1.792102 0.11 -0.10 -0.06
H 4.817313 -4.195012 1.357275 0.26 -0.11 0.01
C -5.645948 1.618849 0.552343 -0.30 -0.03 0.12
C -5.442982 0.727282 -0.481431 -0.10 -0.12 0.02
C -4.229923 0.696618 -1.136277 0.21 -0.07 -0.28
C -3.204217 1.561252 -0.776298 -0.20 0.29 0.52
C -1.935261 1.530157 -1.549072 0.92 0.11 -0.44
C -0.993913 2.563239 -1.378307 -0.46 0.55 0.77
N 0.217532 2.674534 -2.036973 0.38 -0.53 -0.67
C 0.498053 1.857865 -3.098096 -0.72 0.33 0.61
C 1.681932 1.905964 -3.787751 1.23 0.71 0.09
C 2.654723 2.781267 -3.392623 0.13 -0.32 -0.36
C 2.457031 3.615877 -2.278309 -0.35 -0.15 -0.05
C 1.212538 3.595269 -1.605410 0.20 -0.42 -0.30
C 1.056258 4.429855 -0.488843 -0.43 -0.10 0.19
C 2.087725 5.207225 -0.029194 -0.33 -0.18 0.02
C 3.319679 5.201995 -0.679254 0.45 -0.01 -0.16
C 3.498889 4.436353 -1.794722 -0.20 0.09 0.21
O -1.744819 0.585958 -2.325968 -0.20 -0.99 -0.46
C -3.412819 2.430415 0.291099 0.09 -0.10 -0.20
C -4.627525 2.466141 0.937672 -0.08 0.17 0.28
H -6.599937 1.657984 1.054253 -0.12 0.01 0.07
H -6.237533 0.063559 -0.782696 -0.10 -0.10 -0.07
H -4.064301 0.015732 -1.954604 0.08 -0.08 -0.14
H -1.235950 3.347495 -0.692572 0.21 0.19 -0.08
H -0.256592 1.157636 -3.400837 -0.39 0.11 0.35
H 1.851548 1.252735 -4.628253 -0.18 -0.09 -0.05
H 3.589595 2.826049 -3.920900 0.28 0.05 -0.10
H 0.120371 4.448065 0.037313 -0.13 0.03 0.14
H 1.956820 5.807142 0.858241 -0.11 0.07 0.03
H 4.135023 5.786724 -0.284333 0.09 0.13 -0.02
H 4.449282 4.426725 -2.301756 0.12 -0.03 -0.16
H -2.625773 3.084272 0.619102 0.13 0.20 0.10
H -4.788940 3.168783 1.738414 -0.01 0.09 0.17


[2]
65
Properties=species:S:1:pos:R:3:forces:R:3 method="wB97M-V/def2-TZVPD" total_charge=+2 lumo_ev=-8.48 spin_multiplicity=1
W -0.493632 0.013955 1.195755 -0.25 -1.18 -0.21
O -0.868843 -1.556389 0.447256 0.17 0.66 0.17
C -0.058521 -2.736537 -0.140214 -0.09 0.12 0.23
C 1.280235 -2.588662 0.612613 0.04 -0.02 -0.01
C 2.011838 -1.319895 0.265521 0.04 0.06 0.00
C 3.334747 -1.334508 -0.115639 -0.06 0.00 -0.09
C 3.933095 -0.169415 -0.574269 -0.01 -0.01 0.01
C 3.175031 0.979407 -0.711128 -0.09 0.02 0.03
C 1.851062 0.992506 -0.305292 0.11 -0.03 -0.04
C 1.011519 2.207770 -0.637044 -0.02 0.05 -0.03
C -0.260142 2.508967 0.160658 -0.07 -0.23 0.02
O -1.117391 1.327960 -0.006404 0.25 -0.09 0.42
C -0.995188 3.730303 -0.351819 -0.07 -0.01 -0.03
C -2.380221 3.789936 -0.211829 0.00 -0.06 -0.07
C -3.082745 4.900853 -0.644031 0.01 0.05 -0.02
C -2.408763 5.970109 -1.218037 0.00 0.01 0.00
C -1.033127 5.915521 -1.366014 0.01 -0.02 0.01
C -0.326963 4.798728 -0.939187 0.04 0.07 0.09
C -0.007900 2.538569 1.677946 0.13 0.30 0.02
C 1.247460 2.838863 2.226445 -0.04 -0.13 -0.02
C 1.384654 3.048801 3.587211 -0.04 -0.01 0.03
C 0.269479 3.002761 4.418965 0.05 0.00 0.00
C -0.981949 2.718872 3.895051 0.00 -0.08 -0.06
C -1.119824 2.471644 2.537129 -0.12 0.18 -0.01
N 1.328959 -0.133449 0.257992 0.10 0.16 0.02
C -0.793123 -3.990243 0.234014 0.01 0.00 -0.03
C -1.072421 -4.248252 1.577752 0.03 0.01 0.02
C -1.732600 -5.406693 1.939935 -0.02 -0.03 -0.02
C -2.107694 -6.325091 0.964655 0.00 0.02 0.01
C -1.833525 -6.071767 -0.368640 0.00 0.00 -0.01
C -1.183738 -4.901889 -0.739376 -0.05 -0.01 -0.01
C 0.065093 -2.428757 -1.614127 0.09 -0.08 -0.04
C -0.827392 -1.595998 -2.276976 -0.06 0.00 -0.06
C -0.676514 -1.355458 -3.637633 -0.03 0.01 0.05
C 0.357015 -1.948407 -4.343499 0.03 -0.02 -0.01
C 1.242406 -2.794081 -3.687742 -0.01 0.01 -0.01
C 1.101504 -3.031444 -2.330197 -0.03 0.05 0.02
H 1.913744 -3.430204 0.335833 -0.01 0.00 0.03
H 1.095589 -2.668832 1.684799 0.00 -0.01 -0.01
H 3.882032 -2.265741 -0.081628 0.00 0.00 -0.01
H 4.974282 -0.171158 -0.868857 0.00 0.00 0.00
H 3.596904 1.873361 -1.148477 0.01 0.00 0.00
H 0.710095 2.091428 -1.683870 -0.01 0.01 0.01
H 1.671230 3.072583 -0.608574 -0.01 0.00 -0.01
H -2.928950 2.951462 0.196835 0.01 0.00 0.00
H -4.158726 4.930763 -0.541021 0.00 -0.01 0.01
H -2.955533 6.840039 -1.554499 -0.01 0.00 0.00
H -0.500421 6.741170 -1.817046 0.00 0.01 -0.01
H 0.747090 4.801282 -1.067001 0.01 -0.02 0.01
H 2.120417 2.922387 1.592179 0.00 0.01 0.00
H 2.357387 3.273732 4.002498 0.01 0.00 -0.01
H 0.381925 3.198364 5.476873 -0.01 0.00 0.01
H -1.850704 2.690577 4.538308 -0.01 0.01 0.00
H -2.114995 2.302831 2.138227 0.02 0.10 -0.01
H -0.792301 -3.537206 2.347824 0.00 0.00 -0.01
H -1.955504 -5.598817 2.980364 0.00 0.00 0.01
H -2.617636 -7.235566 1.248038 0.00 0.00 0.01
H -2.129665 -6.781092 -1.129044 0.00 0.00 0.00
H -0.988602 -4.710525 -1.785529 0.02 0.01 0.00
H -1.659288 -1.142840 -1.753153 0.03 -0.03 -0.01
H -1.383598 -0.712421 -4.144145 0.00 0.00 -0.01
H 0.466698 -1.766128 -5.403757 0.00 0.00 0.00
H 2.038842 -3.279370 -4.235480 0.00 0.00 -0.01
H 1.784222 -3.718035 -1.844344 0.00 0.00 0.01
Se 0.063577 -0.490623 3.344834 -0.10 0.18 -0.35


[3]
73
Properties=species:S:1:pos:R:3:forces:R:3 method="wB97M-V/def2-TZVPD" total_charge=-1 lumo_ev=0.79 spin_multiplicity=1
C 1.185968 4.765592 0.028379 0.22 0.23 -0.02
C 2.172725 3.611545 -0.034540 -0.47 -0.07 -0.15
Cl 3.509589 3.946740 1.136827 0.25 0.03 -0.04
C 1.594019 2.211631 0.248846 0.22 0.04 0.35
Cl 2.497794 1.019801 -0.772382 0.09 -0.01 0.02
C 0.110751 2.097008 -0.040744 0.31 -0.14 -0.73
C -0.543749 0.727141 -0.118462 -0.61 0.20 0.17
O -1.901550 1.127883 -0.271702 0.23 -0.10 0.15
B -2.055390 2.271354 0.661433 0.14 -0.25 0.41
P -3.241773 3.675972 -0.015324 -0.17 0.09 -0.11
N -2.951077 4.916467 1.167732 0.08 -0.09 0.14
O -2.306979 4.341226 -1.250374 0.29 -0.32 -0.05
O -0.640867 2.750067 0.931106 -0.34 0.13 -0.17
H 0.322759 4.586405 -0.612585 -0.03 -0.07 0.11
H 1.686750 5.670119 -0.324674 0.04 -0.02 0.04
H 0.851274 4.936499 1.047951 -0.14 -0.08 -0.02
H 2.645173 3.591742 -1.013783 0.05 0.02 0.04
H 1.829561 1.918568 1.269702 -0.26 -0.03 0.05
H -0.056275 2.518165 -1.052175 0.02 0.14 0.09
H -0.449640 0.206135 0.843681 0.37 -0.17 -0.06
H -0.225992 0.103510 -0.952710 0.00 -0.03 -0.01
H -2.585803 1.969709 1.744059 0.00 0.04 -0.06
H -3.609338 4.803205 1.927982 -0.07 0.16 0.05
H -2.012348 4.823688 1.552233 -0.01 -0.03 0.05
H -2.676698 5.191940 -1.475637 -0.18 0.35 -0.18
C -1.930952 -5.167265 -6.045330 -0.01 0.00 -0.01
C -3.041614 -5.099502 -6.880349 0.01 0.00 0.01
C -3.958658 -4.074202 -6.732473 0.02 -0.07 -0.06
C -3.774489 -3.114418 -5.744290 0.02 0.04 0.05
C -2.668559 -3.190178 -4.899074 -0.07 0.05 0.01
C -1.745370 -4.215930 -5.057848 0.04 -0.09 -0.03
C -2.458119 -2.188405 -3.805166 0.03 0.02 0.02
O -1.484709 -2.267785 -3.087724 0.00 -0.01 0.01
C -3.478612 -1.119660 -3.640635 -0.06 -0.02 -0.06
C -3.334129 -0.200812 -2.608350 0.02 -0.06 -0.05
C -4.268228 0.809200 -2.447219 -0.04 0.06 0.03
C -5.344895 0.907255 -3.319926 0.01 0.00 0.01
C -5.498818 -0.006759 -4.350129 -0.03 0.07 0.04
C -4.571955 -1.027655 -4.514479 0.06 -0.06 0.00
C -4.769788 -2.006482 -5.612373 -0.03 0.01 -0.03
O -5.703885 -1.927413 -6.386233 -0.01 0.00 0.01
H -1.210605 -5.966194 -6.165743 0.00 -0.01 0.00
H -3.189191 -5.848377 -7.647940 0.01 0.00 -0.01
H -4.824097 -4.003889 -7.376766 -0.02 0.05 0.02
H -0.889079 -4.255402 -4.398787 -0.02 0.05 0.04
H -2.500764 -0.259156 -1.924217 0.01 0.00 0.01
H -4.145801 1.519228 -1.638919 0.02 -0.01 -0.01
H -6.067671 1.703009 -3.192738 0.00 0.01 0.01
H -6.334642 0.059976 -5.032939 0.01 -0.05 -0.03
C 1.028096 -3.467597 4.850515 0.01 -0.01 0.02
C 1.870349 -3.941412 5.851278 -0.01 0.01 -0.02
C 3.086353 -3.324744 6.088135 -0.05 -0.06 0.04
C 3.470816 -2.233154 5.319248 0.02 0.06 -0.05
C 2.630335 -1.768087 4.306312 0.07 0.02 0.02
C 1.406357 -2.383280 4.078408 -0.08 -0.06 0.00
C 3.029316 -0.617263 3.445389 0.06 0.09 -0.06
O 2.303160 -0.203020 2.571912 -0.12 -0.04 -0.01
C 4.362013 0.005805 3.689920 0.00 -0.07 0.06
C 4.770484 1.047523 2.867123 0.01 0.02 -0.03
C 5.995549 1.652432 3.083944 0.05 0.01 0.03
C 6.815082 1.220809 4.122337 -0.02 0.01 -0.02
C 6.414422 0.178710 4.940631 0.07 0.05 -0.01
C 5.187527 -0.437015 4.725231 -0.08 -0.05 0.00
C 4.779042 -1.571649 5.601322 0.02 0.01 0.01
O 5.486592 -1.950253 6.512555 0.01 -0.01 0.00
H 0.074705 -3.947177 4.672127 0.00 -0.01 0.00
H 1.574157 -4.793893 6.448678 -0.01 0.00 0.01
H 3.747511 -3.679020 6.866794 0.04 0.04 0.00
H 0.764151 -2.003637 3.295242 0.04 0.04 -0.02
H 4.124901 1.377724 2.065101 -0.02 -0.03 0.01
H 6.310702 2.464770 2.442055 -0.01 0.01 -0.01
H 7.770863 1.699796 4.291478 0.01 0.00 0.00
H 7.043265 -0.167665 5.749070 -0.03 -0.05 0.02


Results for max |F|: 1.71, 1.22, 0.81 (in eV Å⁻¹, following the order of the records).
Results for Kohn-Sham gap: 4.3, 5.8, 4.7 (in eV, following the order of the records).